{
  "formula": "C4H11N3O",
  "method": "ωB97M-V with the def2-TZVPD basis set",
  "elements": ["H", "H", "H", "H", "O", "C", "H", "C", "H", "H", "H", "H", "N", "C", "N", "C", "H", "H", "N"],
  "coordinates": [[0.7883, 2.4751, -0.4168], [-0.5398, 1.3127, -0.2848], [2.7035, 1.0549, -1.0574], [0.0803, 2.0278, 1.2003], [-2.0135, -0.2302, -1.6964], [0.4164, 1.6675, 0.2278], [-0.8197, -0.6221, 0.0675], [0.7872, -2.0090, 0.7936], [-2.5985, -0.0688, 1.4057], [1.3905, 0.0326, -1.6885], [1.2134, -2.3235, -0.1639], [-3.7476, 0.2783, 0.1324], [0.3066, -0.8644, 1.0245], [2.0249, 0.2306, -0.8153], [1.2729, 0.5693, 0.3674], [-1.8639, -0.1932, -0.5001], [0.7626, -2.7473, 1.5927], [2.6426, -0.6502, -0.6205], [-2.8064, 0.0599, 0.4318]],
  "forces_ev_per_a": [[0.3, -0.3, 0.3], [1.0, 0.9, 0.3], [-0.1, 0.0, 0.1], [0.3, 0.2, 0.0], [-0.3, 0.5, -0.4], [-2.9, -0.1, -0.7], [-2.9, 1.6, -1.8], [0.4, 0.2, -0.6], [0.0, 0.1, 0.0], [0.0, 0.0, -0.1], [0.5, 0.2, 0.2], [0.1, 0.0, 0.2], [2.7, 2.0, 0.9], [-0.3, -0.5, -0.1], [0.3, -2.7, 0.7], [2.0, -2.2, 1.2], [-0.7, -0.2, -0.1], [0.0, 0.1, 0.0], [-0.5, 0.3, -0.3]],
  "mulliken_charge": [0.38, 0.20, 0.36, 0.26, -0.60, -0.59, 0.40, -0.38, 0.23, 0.31, 0.27, 0.23, -0.50, -0.83, -0.13, 0.16, 0.28, 0.30, -0.34],
  "homo_lumo_gap_ha": 0.320,
  "lumo_ev": -0.1,
  "e_above_lowest_ev": 5.607,
  "homo_energy_ev": -8.840,
  "energy_ha": -398.3481
}

{
  "formula": "C2H8NO2PS",
  "method": "ωB97M-V with the def2-TZVPD basis set",
  "elements": ["H", "S", "C", "H", "H", "H", "H", "H", "P", "H", "N", "H", "O", "C", "O"],
  "coordinates": [[-2.8158, -0.6172, -1.6049], [3.5512, -1.7238, -0.2459], [-2.8516, -0.1960, -0.6284], [4.8559, -1.5001, 0.0728], [-3.1741, -1.0221, -0.0652], [1.6740, -1.0689, 2.0160], [-3.6449, 0.5883, -0.7993], [-0.6758, -0.0484, 0.0815], [2.7435, 0.1248, 0.4080], [-0.8545, 1.8972, 0.7762], [-1.6966, 1.6654, 0.2644], [1.2428, 1.2883, -0.7098], [1.8901, 0.5669, -0.9235], [-1.6831, 0.4370, -0.0232], [1.4389, -0.3913, 1.3812]],
  "forces_ev_per_a": [[1.2, -0.3, -1.0], [0.1, -0.3, -0.2], [-1.7, 1.5, -1.0], [-0.6, 0.3, 0.0], [-0.8, -0.9, 1.2], [0.2, -0.2, 0.2], [0.6, -0.8, 0.9], [-1.3, -0.6, 0.1], [-0.4, 0.3, 1.0], [0.4, 0.3, -0.1], [-0.8, 0.6, 0.7], [0.8, -0.8, -0.3], [-0.8, 0.3, 0.6], [2.3, 0.2, -0.7], [0.7, 0.5, -1.3]],
  "mulliken_charge": [0.32, -0.29, -1.07, 0.18, 0.29, 0.29, 0.29, 0.12, 0.36, 0.30, -0.64, 0.33, -0.43, 0.40, -0.44],
  "homo_lumo_gap_ha": 0.360,
  "smiles": "[H]/N=C/C.OP(O)S",
  "lumo_ev": 0.6,
  "e_above_lowest_ev": 2.692,
  "homo_energy_ev": -9.224,
  "energy_ha": -1025.7903
}

{
  "formula": "C4H13NO2",
  "method": "ωB97M-V with the def2-TZVPD basis set",
  "elements": ["H", "C", "C", "H", "H", "H", "H", "N", "O", "C", "O", "H", "H", "H", "H", "H", "H", "H", "C", "H"],
  "coordinates": [[-1.3918, -1.8061, 0.2181], [-1.2373, 0.3529, -0.0879], [2.1197, 2.0449, -0.4494], [0.1380, 0.2684, -1.7471], [2.2693, 2.9992, 0.0439], [-2.8901, -1.0030, 0.0667], [2.4719, 2.1896, -1.4697], [0.6992, 1.7698, -0.3948], [-1.1993, 0.6287, 1.3101], [0.1873, 0.4458, -0.6700], [0.7706, -2.9530, 1.1186], [0.3430, 2.0444, 0.5097], [0.3748, -3.5585, 0.4719], [0.8073, -0.3449, -0.2248], [-1.7338, 1.1812, -0.5840], [2.7485, 1.2575, -0.0155], [-1.9224, -1.2542, -1.3986], [0.2214, -3.0757, 1.9059], [-1.8637, -0.9955, -0.3429], [-0.9127, -0.1915, 1.7398]],
  "forces_ev_per_a": [[0.5, 0.2, -0.2], [1.4, -0.2, -0.4], [-0.2, -0.2, -0.4], [0.0, 0.0, -0.1], [0.3, 0.0, 0.2], [0.2, 0.2, -0.4], [-0.1, -0.1, -0.2], [-0.4, 0.4, 0.1], [-0.2, -0.2, 0.1], [0.2, -0.1, 0.3], [-0.5, -0.3, 0.0], [0.0, 0.0, 0.1], [0.2, 0.2, 0.2], [0.1, -0.2, 0.0], [-0.7, 0.0, 0.3], [0.0, 0.1, 0.3], [0.1, 0.0, 0.0], [0.2, 0.0, -0.1], [-1.3, -0.1, 0.4], [0.0, 0.3, -0.1]],
  "mulliken_charge": [0.11, 0.25, -0.90, 0.32, 0.35, 0.34, 0.26, -0.36, -0.57, -0.56, -0.65, 0.26, 0.32, 0.27, 0.35, 0.31, 0.39, 0.31, -1.16, 0.34],
  "homo_lumo_gap_ha": 0.328,
  "smiles": "CNC[C@@H](C)O.O",
  "lumo_ev": 0.5,
  "e_above_lowest_ev": 0.795,
  "homo_energy_ev": -8.395,
  "energy_ha": -365.4133
}